Below is the ion C5H14N2P with charge +1 at a distorted geometry, with properties calculated with wB97M-V/def2-TZVPD.

SMILES   C/[NH+]=C/N(C)P(C)C
Energy above the lowest of the compared OMol25 structures with the same formula, charge and spin   0.000 eV
Orbital gap   0.3397 Eh
Net charge   +1
HOMO energy   -12.8 eV
Maximum force   7.92 eV/Å

Atoms and positions in Å:
C: 0.853 0.428 -1.104
C: -0.351 -1.339 0.346
C: 2.018 0.063 -3.164
C: -0.280 0.169 2.818
C: -2.202 1.158 1.151
N: 0.002 -0.015 0.061
N: 1.240 -0.367 -1.998
P: -0.323 1.226 1.362
H: 1.155 1.426 -1.086
H: -1.405 -1.550 0.616
H: -0.239 -1.990 -0.553
H: 0.249 -1.784 1.125
H: 1.484 0.916 -3.701
H: 2.125 -0.789 -3.917
H: 3.031 0.391 -2.928
H: -0.286 0.890 3.599
H: 0.588 -0.468 3.022
H: -1.285 -0.265 2.879
H: -2.590 0.733 2.056
H: -2.221 0.373 0.327
H: -2.557 2.107 0.931
H: 0.993 -1.312 -1.842